A | Molecular formula: C3H11N2
Method: DFT, ωB97M-V with the def2-TZVPD basis set

Last columns: bonded neighbours and bond lengths (Å).
CARTESIAN COORDINATES (ANGSTROEM)
1 C 0.60615 -2.02591 1.19187  N2 1.463, H4 1.083, H5 1.105, H6 1.092
2 N 0.63118 -0.58876 1.46593  C1 1.463, C3 1.464, H7 1.016
3 C -0.56491 0.07795 0.94942  N2 1.464, H8 1.103, H9 1.087, H10 1.088
4 H -0.22796 -2.51407 1.67996  C1 1.083
5 H 0.56298 -2.25459 0.11204  C1 1.105
6 H 1.51285 -2.46447 1.61471  C1 1.092
7 H 1.41687 -0.24705 0.91966  N2 1.016
8 H -0.89132 -0.34526 -0.01574  C3 1.103
9 H -0.40137 1.14471 0.82176  C3 1.087
10 H -1.40535 -0.07670 1.62275  C3 1.088
11 C -0.75453 1.89767 -1.80888  N12 1.354, H13 1.080, H14 1.080
12 N 0.37917 1.16547 -1.70197  C11 1.354, H15 1.003, H16 0.997
13 H -1.62842 1.59495 -1.25147  C11 1.080
14 H -0.85390 2.76972 -2.43837  C11 1.080
15 H 1.26265 1.56059 -1.96404  N12 1.003
16 H 0.35593 0.30576 -1.19763  N12 0.997

Output
**Lowest unoccupied orbital energy (spin up / spin down)**: 1.025 / 0.999 eV
**Multiplicity**: 2
**Net charge**: 0
**Frontier orbital gap (spin up / spin down)**: 7.144 / 10.204 eV
**Highest occupied orbital energy (spin up / spin down)**: -0.2249 / -0.3383 Ha
**Expectation value of S²**: 0.75



B | Molecular formula: C3H11N2
Method: DFT, ωB97M-V with the def2-TZVPD basis set

Last columns: bonded neighbours and bond lengths (Å).
CARTESIAN COORDINATES (ANGSTROEM)
1 N 0.79385 0.24436 -1.55963  C2 1.553, H6 1.056, H7 1.026, H8 1.014
2 C 0.21157 -0.47300 -0.31131  N1 1.553, C3 1.567, C4 1.484, H9 1.073
3 C 1.16949 -0.49847 0.92819  C2 1.567, H10 1.089, H11 1.211, H12 1.054
4 C -0.93935 0.40170 0.02532  C2 1.484, N5 1.551, H13 1.070, H14 1.140
5 N -1.46773 0.12562 1.45664  C4 1.551, H15 1.021, H16 1.043
6 H 1.39949 -0.40436 -2.13273  N1 1.056
7 H 0.03516 0.56453 -2.17240  N1 1.026
8 H 1.29558 1.10893 -1.39213  N1 1.014
9 H -0.15362 -1.39851 -0.71421  C2 1.073
10 H 1.55806 0.51128 1.05144  C3 1.089
11 H 0.60112 -0.95146 1.89738  C3 1.211
12 H 2.07439 -1.01388 0.76824  C3 1.054
13 H -1.68563 0.36380 -0.74074  C4 1.070
14 H -0.72932 1.52136 -0.01961  C4 1.140
15 H -1.84083 -0.82450 1.47449  N5 1.021
16 H -2.32223 0.72261 1.44104  N5 1.043

Output
**Lowest unoccupied orbital energy (spin up / spin down)**: 0.821 / 0.693 eV
**Multiplicity**: 2
**Net charge**: 0
**Frontier orbital gap (spin up / spin down)**: 4.412 / 11.011 eV
**Highest occupied orbital energy (spin up / spin down)**: -0.1320 / -0.3792 Ha
**Expectation value of S²**: 0.75



C | Molecular formula: C3H11N2
Method: DFT, ωB97M-V with the def2-TZVPD basis set

Last columns: bonded neighbours and bond lengths (Å).
CARTESIAN COORDINATES (ANGSTROEM)
1 C -1.40131 1.87627 -0.00177  N2 1.477, H3 1.081, H4 1.081, H5 1.086
2 N -0.87116 0.96919 -1.03969  C1 1.477, H6 1.039, H7 1.057, H8 1.053
3 H -2.15389 2.51370 -0.44420  C1 1.081
4 H -0.57903 2.45575 0.39393  C1 1.081
5 H -1.83633 1.27221 0.78904  C1 1.086
6 H -0.06181 0.39076 -0.74044  N2 1.039
7 H -1.64063 0.30576 -1.33134  N2 1.057
8 H -0.59644 1.52071 -1.89309  N2 1.053
9 C 0.92114 -1.70833 1.64625  C10 1.334, H12 1.084, H13 1.075
10 C 0.77733 -1.71021 0.32009  C9 1.334, N11 1.410, H14 1.075
11 N 1.51650 -0.81016 -0.47412  C10 1.410, H15 1.005, H16 1.008
12 H 1.50963 -0.90065 2.06531  C9 1.084
13 H 0.46957 -2.40710 2.32722  C9 1.075
14 H 0.06324 -2.31952 -0.20309  C10 1.075
15 H 2.27026 -0.37382 0.02758  N11 1.005
16 H 1.61295 -1.07458 -1.44168  N11 1.008

Output
**Lowest unoccupied orbital energy (spin up / spin down)**: 1.114 / 0.751 eV
**Multiplicity**: 2
**Net charge**: 0
**Frontier orbital gap (spin up / spin down)**: 4.460 / 9.581 eV
**Highest occupied orbital energy (spin up / spin down)**: -0.1230 / -0.3245 Ha
**Expectation value of S²**: 0.75



Bottom line: A, by a margin of 0.0517 hartree.